Entry from the OMol25 dataset: a molecular structure, C36H33Br6F5O3 in a non-equilibrium geometry (ωB97M-V/def2-TZVPD).

- Electronic energy: -477847.474 eV
- E_HOMO: -9.16 eV
- Orbital gap: 8.3 eV
- ΔE to the lowest compared entry with this formula, charge and spin: 127.8 kJ/mol

Element x y z (Å)
1 C 0.281 2.526 2.145
2 C 1.617 3.010 2.681
3 C 2.694 1.901 3.150
4 O 3.968 2.479 2.828
5 C 3.864 3.418 1.856
6 O 4.733 4.047 1.259
7 O 2.476 3.619 1.602
8 H 0.386 1.735 1.402
9 H -0.237 3.442 1.861
10 H -0.271 2.001 2.924
11 H 1.441 3.700 3.506
12 H 2.693 0.983 2.563
13 H 2.586 1.483 4.151
14 F -0.623 -3.231 -7.712
15 C -1.229 -1.986 -7.510
16 C -2.069 -1.814 -6.459
17 C -2.788 -0.643 -6.293
18 C -2.613 0.475 -7.166
19 C -1.625 0.304 -8.251
20 C -0.947 -0.915 -8.393
21 H -2.411 -2.632 -5.843
22 H -3.532 -0.431 -5.540
23 H -3.231 1.342 -6.980
24 H -1.407 1.105 -8.942
25 H -0.139 -1.058 -9.095
26 F -2.837 6.253 0.004
27 C -1.455 6.063 -0.235
28 C -0.428 7.070 -0.064
29 C 0.977 6.751 -0.305
30 C 1.242 5.432 -0.600
31 C 0.268 4.424 -0.803
32 C -1.113 4.741 -0.634
33 H -0.699 8.112 0.012
34 H 1.786 7.466 -0.306
35 H 2.303 5.283 -0.737
36 H 0.615 3.501 -1.243
37 H -1.887 3.988 -0.620
38 F 2.110 -3.153 -0.712
39 C 2.100 -3.270 0.687
40 C 1.692 -4.352 1.406
41 C 1.750 -4.265 2.782
42 C 2.195 -3.135 3.413
43 C 2.742 -2.070 2.676
44 C 2.624 -2.091 1.293
45 H 1.323 -5.255 0.943
46 H 1.301 -5.058 3.361
47 H 2.229 -2.986 4.482
48 H 3.386 -1.271 3.013
49 H 3.137 -1.374 0.668
50 F 1.577 0.797 7.800
51 C 0.785 0.623 6.818
52 C -0.543 1.014 6.956
53 C -1.534 0.693 6.076
54 C -1.214 0.160 4.847
55 C 0.184 -0.067 4.541
56 C 1.203 0.129 5.592
57 H -0.883 1.360 7.921
58 H -2.579 0.878 6.276
59 H -2.062 0.055 4.187
60 H 0.234 -0.462 3.537
61 H 2.250 -0.126 5.522
62 F -1.287 -0.231 1.486
63 C -1.507 -0.602 0.206
64 C -1.176 -1.855 -0.167
65 C -1.233 -2.155 -1.537
66 C -1.681 -1.290 -2.463
67 C -2.179 -0.039 -2.071
68 C -2.017 0.360 -0.719
69 H -0.772 -2.611 0.490
70 H -1.054 -3.161 -1.887
71 H -1.785 -1.547 -3.507
72 H -2.553 0.670 -2.794
73 H -2.307 1.333 -0.350
74 C -3.438 -4.971 1.220
75 Br -4.222 -6.835 1.778
76 Br -3.456 -4.943 -0.810
77 Br -1.683 -4.941 2.055
78 H -4.002 -4.133 1.631
79 C 1.952 -4.874 -4.982
80 Br 0.568 -3.677 -4.210
81 Br 3.701 -4.714 -3.958
82 Br 2.075 -4.599 -6.914
83 H 1.659 -5.907 -4.794

Löwdin atomic charge list, values in e, 2 entries: number 1, C, carries -0.0265; number 2, C, carries -0.2145